Entry 1:
Density functional theory data (the ωB97M-V functional and the def2-TZVPD basis) for a gas-phase ion, C4H7N2O (charge +1).

Summary:
charge: +1
SMILES string: C[C@@H]1C(=[NH2+])N1C=O
relative energy (zero: lowest compared OMol25 entry of this formula, charge and spin): 68.6 kcal/mol
multiplicity: 1
HOMO-LUMO gap: 0.4017 Ha

```
14
Properties=species:S:1:pos:R:3:forces:R:3:lowdin_charge:R:1
C 0.492 1.701 -0.252 0.5 2.2 0.4 -0.05
C 0.440 0.523 0.732 -0.4 -1.5 -3.4 -0.07
C 0.472 -0.916 0.133 1.7 1.5 0.6 -0.22
N 1.126 -1.885 -0.412 1.0 -1.7 -0.9 0.24
N -0.674 -0.490 0.501 0.0 1.1 0.5 0.11
C -2.060 -0.345 0.133 0.1 -3.4 0.9 -0.22
O -2.557 0.680 0.353 -1.3 1.6 -0.3 0.18
H 0.339 1.338 -1.277 -0.5 0.2 0.3 0.08
H 1.540 2.222 -0.332 -1.8 -1.2 0.7 0.12
H -0.274 2.575 0.062 1.7 -2.3 -0.8 0.14
H 0.852 0.630 1.685 0.0 0.0 1.7 0.12
H 2.194 -1.925 -0.411 -2.2 0.3 0.0 0.19
H 0.631 -2.718 -0.836 0.8 1.3 0.8 0.18
H -2.520 -1.389 -0.080 0.4 1.8 -0.3 0.18
```
Positions in Å, forces in eV/Å.

Entry 2:
Density functional theory data (the ωB97M-V functional and the def2-TZVPD basis) for a gas-phase ion, C4H7N2O2 (charge +1).

Summary:
charge: +1
SMILES string: O=C[C@]12[NH2+]CCN1O2
relative energy (zero: lowest compared OMol25 entry of this formula, charge and spin): 94.9 kcal/mol
multiplicity: 1
HOMO-LUMO gap: 0.3956 Ha

```
15
Properties=species:S:1:pos:R:3:forces:R:3:lowdin_charge:R:1
O -2.542 1.010 -0.214 0.3 -0.5 0.1 0.10
C -2.246 -0.169 -0.212 0.1 2.7 0.0 -0.03
C -0.807 -0.465 0.164 -0.8 0.4 0.4 -0.44
N -0.047 0.753 0.616 -2.6 2.3 2.0 0.14
C 1.278 0.703 0.004 3.7 -0.3 0.5 -0.08
C 1.397 -0.811 -0.485 -0.6 1.6 -0.2 -0.06
N 0.023 -1.311 -0.551 0.2 -0.2 -2.5 0.06
O -0.445 -1.611 0.764 0.1 -0.9 2.0 0.13
H -2.999 -0.867 -0.515 0.0 -1.3 0.0 0.15
H -0.125 0.996 1.673 0.6 -1.3 -1.7 0.25
H -0.697 1.529 0.291 0.8 -0.5 -0.4 0.18
H 2.217 0.985 0.646 -2.3 -0.5 -0.4 0.17
H 1.398 1.444 -0.822 -0.8 -0.8 0.4 0.14
H 1.737 -0.604 -1.507 0.4 -1.4 0.2 0.14
H 1.856 -1.583 0.150 0.9 0.9 -0.4 0.15
```
Positions in Å, forces in eV/Å.

Entry 3:
Density functional theory data (the ωB97M-V functional and the def2-TZVPD basis) for a gas-phase ion, C4H7N2O2 (charge +1).

Summary:
charge: +1
relative energy (zero: lowest compared OMol25 entry of this formula, charge and spin): 128.1 kcal/mol
multiplicity: 1
HOMO-LUMO gap (spin up / spin down): 0.2343 / 0.2344 Ha

```
15
Properties=species:S:1:pos:R:3:forces:R:3:lowdin_charge:R:1
C 0.542 -0.710 -1.137 0.8 -0.3 1.3 -0.05
C 0.929 -0.858 1.532 1.8 2.9 -1.8 -0.12
C -1.667 0.724 -0.931 1.3 -1.1 -1.2 -0.06
C -0.763 0.380 1.201 -2.6 -1.4 -2.7 -0.06
N 1.075 -1.064 0.050 -0.6 0.7 -0.2 0.02
N -0.544 -0.114 -1.538 0.2 -0.3 2.6 0.01
O -0.384 -0.672 1.849 -3.3 1.3 -0.3 0.13
O -1.804 0.300 0.401 0.7 -0.6 2.2 0.09
H 1.233 -1.768 1.892 1.1 -1.7 1.9 0.13
H 1.422 0.118 1.839 0.5 -1.6 -0.2 0.17
H -1.237 1.730 -1.140 -1.5 -0.2 0.7 0.17
H -2.542 0.276 -1.432 -0.1 1.5 0.2 0.16
H -0.229 1.269 1.036 1.5 1.2 0.6 0.17
H 1.962 -1.513 -0.032 0.5 -0.5 -0.6 0.12
H -0.547 -0.011 -2.497 -0.3 0.2 -2.5 0.10
```
Positions in Å, forces in eV/Å.

Entry 4:
Density functional theory data (the ωB97M-V functional and the def2-TZVPD basis) for 3 unconnected molecules or ions with the total composition C4H7N2O2.

Summary:
charge: +1
relative energy (zero: lowest compared OMol25 entry of this formula, charge and spin): 165.6 kcal/mol
multiplicity: 1
HOMO-LUMO gap: 0.3791 Ha

```
15
Properties=species:S:1:pos:R:3:forces:R:3:lowdin_charge:R:1
C 0.219 2.598 0.313 -1.0 -0.7 -0.4 0.14
C 0.969 -2.300 -0.169 -1.6 0.5 -0.7 0.06
C 2.051 -2.147 0.302 1.0 -0.6 -0.2 0.04
C 0.737 1.498 -0.072 2.1 -1.1 -1.1 -0.06
N -2.336 -0.766 -0.077 3.0 0.6 0.1 -0.12
N 1.434 0.559 -0.570 -1.6 -1.6 3.6 0.22
O -3.592 -1.003 0.157 -0.1 0.5 0.0 0.10
O -1.795 0.184 0.481 -2.2 -1.6 -0.9 -0.03
H 0.790 3.329 0.821 0.5 0.7 0.4 0.10
H -0.833 2.708 0.088 -0.2 0.2 0.4 0.10
H 0.022 -2.168 -0.661 0.0 -0.5 0.3 0.06
H 3.094 -2.194 0.432 0.6 0.1 0.7 0.06
H 1.540 -0.514 -0.182 -0.5 2.1 0.2 0.09
H 1.623 0.452 -1.507 0.7 0.9 -3.0 0.12
H -3.922 -0.237 0.644 -0.6 0.5 0.8 0.12
```
Positions in Å, forces in eV/Å.

Entry 5:
Density functional theory data (the ωB97M-V functional and the def2-TZVPD basis) for a molecular structure, C4H7N2O9OsS.

Summary:
charge: +1
relative energy (zero: lowest compared OMol25 entry of this formula, charge and spin): 31.7 kcal/mol
multiplicity: 1
HOMO-LUMO gap: 0.2866 Ha

```
24
Properties=species:S:1:pos:R:3:forces:R:3:lowdin_charge:R:1
Os 0.070 0.196 -0.948 -0.7 -0.2 0.7 1.72
N 0.842 -1.505 0.004 -0.1 -0.1 0.0 -0.07
C 1.437 -1.247 1.350 0.0 0.0 0.0 -0.17
C 0.432 -0.688 2.346 0.0 0.0 0.0 -0.06
C 0.041 0.756 2.174 -0.1 0.0 0.1 -0.44
O -0.188 1.547 3.013 0.0 0.0 0.0 0.23
O -0.124 1.122 0.820 0.3 0.0 0.0 -0.33
H 0.087 -2.191 0.077 0.0 0.0 0.0 0.13
H 1.549 -1.952 -0.578 0.0 0.0 0.0 0.13
H 2.276 -0.564 1.213 0.0 0.0 0.0 0.14
H 1.835 -2.185 1.734 0.0 0.0 0.0 0.14
H 0.843 -0.769 3.351 0.0 0.0 0.0 0.15
H -0.494 -1.271 2.334 0.0 0.0 0.0 0.15
O 0.104 3.702 0.676 0.0 0.0 0.0 -0.16
S -0.812 2.766 0.163 0.1 0.1 -0.1 0.61
O -2.182 2.740 0.482 0.0 -0.1 0.1 -0.17
O -0.460 2.221 -1.188 0.0 0.0 -0.3 -0.40
O -1.766 -0.302 -0.589 0.3 -0.2 0.0 -0.31
O -0.258 -1.349 -2.317 0.1 0.1 -0.2 -0.09
C 0.447 -0.760 -3.180 -0.1 -0.1 -0.1 -0.34
O 0.943 0.327 -2.746 0.2 0.3 -0.1 -0.08
H 0.606 -1.117 -4.197 0.0 0.0 0.0 0.17
O -2.434 0.513 -2.488 0.0 0.0 -0.1 0.06
N -2.795 0.011 -1.509 -0.1 0.1 0.1 -0.02
```
Positions in Å, forces in eV/Å.

Entry 6:
Density functional theory data (the ωB97M-V functional and the def2-TZVPD basis) for a gas-phase ion, C4H7N2OS (charge +1).

Summary:
charge: +1
SMILES string: CC1=[NH+][C@H]2S[C@H]2ON1
relative energy (zero: lowest compared OMol25 entry of this formula, charge and spin): 56.7 kcal/mol
multiplicity: 1
HOMO-LUMO gap: 0.3576 Ha

```
15
Properties=species:S:1:pos:R:3:forces:R:3:lowdin_charge:R:1
C -2.100 -0.616 -0.584 -0.1 -1.1 0.1 0.05
C -0.753 -0.109 -0.207 1.6 0.5 0.3 -0.24
N 0.340 -0.888 -0.249 -0.2 3.9 2.3 0.13
C 1.667 -0.430 0.156 0.5 -1.1 0.3 -0.52
S 2.470 0.727 -0.928 0.0 0.8 0.2 0.98
C 1.819 0.900 0.771 0.2 0.9 0.4 -0.46
O 0.574 1.579 1.015 -0.8 -0.2 -0.7 -0.04
N -0.603 1.116 0.305 2.7 -2.1 0.2 0.16
H -2.118 -1.707 -0.367 0.0 0.7 -0.1 0.12
H -2.465 -0.506 -1.605 0.6 0.3 -0.1 0.11
H -2.820 -0.162 0.068 -0.4 0.3 0.3 0.09
H 0.409 -1.712 -0.708 -0.7 -3.1 -1.7 0.12
H 2.274 -1.291 0.473 -0.4 0.5 0.1 0.14
H 2.583 1.276 1.591 -1.9 -1.2 -1.7 0.19
H -1.275 1.824 0.271 -1.1 1.1 0.1 0.16
```
Positions in Å, forces in eV/Å.

Entry 7:
Density functional theory data (the ωB97M-V functional and the def2-TZVPD basis) for a gas-phase ion, C4H7N2S (charge +1).

Summary:
charge: +1
SMILES string: C[C@H]1NC=[NH+]C1=S
relative energy (zero: lowest compared OMol25 entry of this formula, charge and spin): 29.9 kcal/mol
multiplicity: 1
HOMO-LUMO gap: 0.3091 Ha

```
14
Properties=species:S:1:pos:R:3:forces:R:3:lowdin_charge:R:1
C -0.038 1.680 0.096 -3.0 -2.8 0.9 -0.03
C -0.301 0.259 -0.567 2.4 1.0 -1.8 -0.31
N 0.657 -0.854 -0.201 -0.2 1.7 1.2 0.11
C -0.027 -1.920 0.115 0.2 -0.8 -1.1 -0.03
N -1.366 -1.743 -0.045 0.2 -0.2 0.2 0.09
C -1.650 -0.389 -0.268 0.9 1.2 0.0 -0.76
S -3.001 0.381 0.096 -0.3 -0.3 -0.4 0.88
H -0.112 1.370 1.167 0.2 1.2 -0.4 0.09
H -1.031 2.219 -0.204 2.4 -0.3 0.5 0.10
H 0.951 2.006 -0.183 -0.1 0.7 -0.2 0.08
H 0.126 0.478 -1.620 -2.0 -0.7 0.8 0.19
H 1.657 -0.572 -0.008 -1.5 -1.3 -0.3 0.21
H 0.498 -2.880 0.257 -0.7 0.5 0.4 0.18
H -2.190 -2.354 0.122 1.4 0.1 0.1 0.19
```
Positions in Å, forces in eV/Å.

Entry 8:
Density functional theory data (the ωB97M-V functional and the def2-TZVPD basis) for 2 unconnected molecules or ions with the total composition C4H7N2S.

Summary:
charge: +1
relative energy (zero: lowest compared OMol25 entry of this formula, charge and spin): 120.8 kcal/mol
multiplicity: 1
HOMO-LUMO gap (spin up / spin down): 0.2389 / 0.1993 Ha

```
14
Properties=species:S:1:pos:R:3:forces:R:3:lowdin_charge:R:1
C -0.409 0.309 -0.128 1.7 -3.4 -2.6 -0.22
C 0.438 -0.717 -0.930 0.1 1.2 0.5 -0.07
C 2.041 -2.786 1.689 -1.6 1.4 -0.6 -0.43
C -1.365 1.320 -0.081 0.3 0.7 -0.5 -0.02
N 0.382 -0.482 0.551 -0.3 1.6 0.0 0.02
N -1.893 2.003 -1.100 -0.6 0.5 2.2 0.19
S 0.419 -2.660 1.930 1.7 -0.8 0.2 0.76
H 0.058 -1.678 -1.299 -0.3 0.6 0.3 0.10
H 1.436 -0.439 -1.361 -1.2 0.0 0.3 0.11
H 2.756 -3.324 2.370 -0.8 0.5 -0.9 0.05
H 2.356 -2.134 0.799 0.3 -1.2 1.4 0.03
H -1.578 1.600 0.934 -0.7 0.5 0.2 0.15
H -2.544 2.809 -0.824 1.3 -1.7 -1.0 0.19
H -1.697 1.799 -2.080 0.0 0.1 0.4 0.15
```
Positions in Å, forces in eV/Å.

Entry 9:
Density functional theory data (the ωB97M-V functional and the def2-TZVPD basis) for 2 unconnected molecules or ions with the total composition C4H7N2S2.

Summary:
charge: +1
relative energy (zero: lowest compared OMol25 entry of this formula, charge and spin): 101.3 kcal/mol
multiplicity: 1
HOMO-LUMO gap (spin up / spin down): 0.2490 / 0.2642 Ha

```
15
Properties=species:S:1:pos:R:3:forces:R:3:lowdin_charge:R:1
C 1.091 1.031 0.892 0.2 -0.5 1.5 -0.07
C -0.850 -0.094 0.340 0.8 0.4 0.7 -0.11
C 1.908 0.316 -0.149 -2.1 1.7 -1.5 -0.10
C 1.240 -1.025 -0.468 1.1 0.1 0.8 -0.12
N -0.163 0.806 1.135 -0.1 0.0 -0.9 0.10
N -0.209 -1.013 -0.288 -1.5 -1.3 -0.7 0.06
S -4.437 0.932 -0.489 0.5 -1.0 0.1 0.36
S -3.630 -0.728 0.252 0.6 0.5 -0.2 0.21
H 1.655 1.692 1.602 -0.8 -0.3 -0.7 0.15
H 1.839 1.063 -1.007 0.0 -1.0 0.5 0.16
H 2.954 0.334 0.078 0.4 -0.6 0.4 0.12
H 1.359 -1.374 -1.432 0.3 0.2 -2.7 0.11
H 1.770 -1.859 -0.034 -0.4 -0.2 1.5 0.14
H -0.770 -1.736 -0.819 1.0 1.1 0.8 0.18
H -3.759 1.655 0.388 -0.2 0.9 0.3 -0.19
```
Positions in Å, forces in eV/Å.

no.,electronic energy (eV),largest force on an atom (eV Å⁻¹)
1,-9279.8152,3.8
2,-11325.6087,4.0
3,-11324.1698,4.0
4,-11322.5452,4.2
5,-38960.2009,1.0
6,-20115.0281,4.6
7,-18069.0937,4.2
8,-18065.1557,4.5
9,-28901.4035,3.0